12
Properties=species:S:1:pos:R:3 method="wB97M-V/def2-TZVPD" total_charge=+1 multiplicity=1 orbital_gap_ev=10.401 de_lowest_kcal_mol=27.0 energy_ha=-210.7101 max_force_ev_per_a=1.587
N -0.767 -1.583 -0.815
H -1.568 -1.531 -1.437
H -0.997 -1.806 0.155
H -0.291 -0.632 -0.713
H -0.075 -2.276 -1.092
C -0.186 1.780 0.627
C 0.787 0.930 0.946
O 1.153 -0.010 -0.051
H -0.715 2.383 1.352
H -0.469 1.929 -0.408
H 1.131 0.621 1.922
H 1.997 0.194 -0.485